1.
Entry from the OMol25 dataset: C19H43AlOP3S as an isolated structure in a non-equilibrium geometry (ωB97M-V with the def2-TZVPD basis set).

The geometry in XYZ format:
```
68
Properties=species:S:1:pos:R:3:forces:R:3:nbo_charge:R:1
Al 2.942 2.700 0.458 -0.2 -0.1 2.3 1.258
P 0.665 3.048 1.244 -2.8 0.2 1.9 0.754
P -0.983 -1.737 0.612 0.3 -0.3 0.0 0.717
P -1.922 0.048 -3.154 -1.6 -0.2 -0.9 1.355
H 2.126 1.211 -0.224 0.7 0.5 -1.7 0.290
C 2.549 1.695 -1.206 -1.3 -2.6 -0.3 -0.755
C 2.262 3.199 -1.494 -0.7 1.8 -2.5 -0.660
H 1.587 3.887 -0.917 1.0 -0.9 0.1 0.303
C 0.622 3.608 2.993 0.7 0.1 0.1 -0.917
C -0.556 1.669 1.406 0.4 -0.4 -0.3 -0.923
C -0.539 4.244 0.505 0.5 0.4 -0.7 -0.912
C 0.182 -2.736 -0.411 0.0 0.0 -0.3 -0.923
C -0.314 -2.142 2.278 -0.1 0.3 0.2 -0.922
C -2.453 -2.840 0.588 -0.3 0.3 -0.2 -0.925
C -1.872 1.723 -3.823 0.3 0.3 0.2 -0.990
C -3.401 -0.213 -2.148 0.0 0.0 0.3 -0.987
C -1.700 -1.174 -4.462 0.3 -0.3 0.1 -0.987
H 3.540 1.316 -1.525 -0.2 0.4 0.6 0.330
H 3.098 3.803 -1.910 -0.3 -0.6 0.4 0.306
H 1.539 4.164 3.221 -0.3 0.0 0.2 0.259
H 0.541 2.736 3.655 0.1 0.3 -0.1 0.262
H -0.251 4.261 3.137 0.4 -0.3 0.0 0.273
H -0.264 0.977 2.208 -0.1 0.1 -0.4 0.258
H -0.656 1.132 0.452 0.0 0.0 0.4 0.272
H -1.533 2.114 1.662 0.5 0.0 0.0 0.266
H -0.053 4.941 -0.186 -0.3 0.1 0.1 0.242
H -0.997 4.825 1.320 0.2 -0.2 -0.4 0.284
H -1.339 3.705 -0.026 0.4 0.1 0.1 0.254
H -0.187 -3.768 -0.485 0.4 0.2 0.0 0.252
H 1.186 -2.725 0.033 -0.2 -0.1 -0.2 0.224
H 0.226 -2.291 -1.415 0.1 -0.3 0.1 0.196
H -0.723 -3.105 2.611 0.3 0.2 0.1 0.256
H -0.630 -1.352 2.971 0.1 -0.3 0.1 0.232
H 0.784 -2.172 2.264 -0.3 0.0 0.1 0.221
H -2.254 -3.749 0.008 -0.2 0.2 0.2 0.243
H -3.279 -2.284 0.127 0.0 -0.4 0.2 0.221
H -2.720 -3.101 1.619 -0.1 0.0 -0.3 0.260
H -2.818 1.922 -4.348 0.2 0.0 0.0 0.300
H -1.022 1.849 -4.514 -0.3 -0.2 0.2 0.282
H -1.758 2.447 -2.998 -0.2 -0.3 -0.3 0.263
H -4.257 0.308 -2.611 0.3 -0.1 0.1 0.297
H -3.205 0.208 -1.145 -0.2 -0.2 -0.4 0.287
H -3.630 -1.287 -2.044 0.2 0.5 -0.1 0.294
H -2.287 -0.876 -5.341 0.0 -0.1 0.1 0.302
H -2.013 -2.170 -4.108 0.1 0.4 -0.1 0.294
H -0.632 -1.224 -4.736 -0.4 0.1 0.0 0.281
C 1.533 1.210 -2.325 -1.0 -0.4 0.7 0.275
C 2.121 0.249 -3.289 -0.4 0.5 -1.7 -0.233
C 2.335 0.675 -4.560 -0.1 -1.8 1.1 -0.170
C 2.253 2.077 -4.882 -0.2 2.5 -0.1 -0.216
C 1.848 3.040 -4.005 0.7 -0.3 -1.6 -0.174
C 1.327 2.679 -2.677 0.0 0.3 -0.3 -0.220
O 0.299 0.633 -1.793 1.2 0.7 0.8 -0.735
H -0.181 -0.018 -2.384 1.5 0.3 0.5 0.442
H 2.181 -0.782 -2.946 0.2 0.1 -0.2 0.234
H 2.602 -0.043 -5.351 0.0 0.5 0.5 0.261
H 2.586 2.400 -5.879 -0.1 -0.2 0.5 0.265
H 1.962 4.120 -4.212 -0.3 -0.7 -0.2 0.249
H 0.282 3.010 -2.545 0.5 -0.1 0.1 0.246
C 3.719 0.640 2.931 0.0 0.0 0.2 -0.722
S 2.510 0.249 1.635 0.7 -0.1 0.3 0.229
C 3.521 -0.929 0.662 0.1 0.1 0.1 -0.741
H 4.429 1.382 2.538 0.0 -0.4 0.4 0.225
H 4.214 -0.295 3.222 -0.1 0.4 0.0 0.272
H 3.157 1.044 3.783 0.3 -0.1 -0.2 0.263
H 4.491 -0.471 0.427 -0.2 -0.2 0.1 0.243
H 3.668 -1.818 1.294 0.0 0.3 -0.3 0.276
H 3.002 -1.224 -0.259 0.0 0.2 0.3 0.242
```
Forces are in eV/Å.

Net charge: +3
Gap between HOMO and LUMO (spin up / spin down), Ha: 0.1623 / 0.1684
HOMO energy (spin up / spin down), Eh: -0.5872 / -0.5847
Lowest unoccupied orbital energy (spin up / spin down), eV: -11.6 / -11.3

---

2.
Entry from the OMol25 dataset: C19H43CdN2O3P2 as an isolated structure in a non-equilibrium geometry (ωB97M-V with the def2-TZVPD basis set).

The geometry in XYZ format:
```
70
Properties=species:S:1:pos:R:3:forces:R:3:nbo_charge:R:1
Cd -0.628 0.033 -0.261 0.3 -0.7 1.4 1.399
P -0.013 -2.370 -0.909 0.1 -0.5 -0.1 0.765
P -0.006 2.488 -0.626 -0.2 0.5 0.2 0.772
N 1.742 0.108 -1.628 0.5 0.0 0.6 -0.667
C 1.624 -2.344 -1.750 0.2 -0.2 -0.2 -0.737
H 2.183 -3.261 -1.512 -0.2 0.2 -0.2 0.244
H 1.439 -2.329 -2.836 0.1 -0.1 0.3 0.231
C 2.483 -1.137 -1.373 0.1 0.3 0.1 -0.233
H 2.752 -1.150 -0.307 -0.1 0.0 -0.3 0.237
H 3.416 -1.145 -1.967 -0.2 -0.2 0.2 0.188
C 2.488 1.312 -1.229 0.1 -0.4 0.0 -0.234
H 3.421 1.386 -1.818 -0.2 0.2 0.3 0.189
H 2.757 1.199 -0.169 -0.1 0.1 -0.3 0.239
C 1.634 2.560 -1.460 0.1 0.0 -0.2 -0.729
H 1.450 2.674 -2.541 0.0 0.0 0.3 0.234
H 2.194 3.440 -1.113 -0.2 -0.1 -0.2 0.248
C 0.291 3.373 0.986 0.1 -0.4 -0.2 -0.509
C -0.874 3.179 1.961 -0.1 0.0 0.2 -0.628
H -0.597 3.618 2.930 -0.1 0.0 -0.2 0.211
H -1.104 2.119 2.123 0.0 0.2 -0.1 0.236
H -1.782 3.686 1.609 0.3 -0.2 0.2 0.220
C -1.131 3.527 -1.678 0.1 -0.3 -0.1 -0.506
C -2.472 3.824 -0.995 -0.1 0.0 -0.1 -0.619
H -3.169 4.211 -1.751 0.1 -0.1 0.2 0.231
H -2.378 4.594 -0.217 0.0 -0.2 -0.2 0.208
H -2.928 2.927 -0.557 0.1 0.1 0.0 0.225
C -1.140 -3.271 -2.081 0.2 0.3 -0.1 -0.503
C -2.480 -3.649 -1.438 -0.2 0.0 -0.1 -0.615
H -3.176 -3.946 -2.236 0.1 0.0 0.2 0.227
H -2.940 -2.812 -0.899 0.1 -0.2 0.0 0.226
H -2.385 -4.506 -0.757 0.0 0.3 -0.2 0.209
C 0.291 -3.453 0.575 0.0 0.4 -0.1 -0.507
C -0.868 -3.376 1.573 -0.1 -0.1 0.3 -0.632
H -0.578 -3.914 2.487 -0.1 0.0 -0.2 0.203
H -1.772 -3.857 1.176 0.3 0.2 0.2 0.219
H -1.117 -2.345 1.848 0.0 -0.1 -0.2 0.246
C -2.673 -0.267 0.908 6.6 0.2 -4.9 -0.121
C -0.495 4.793 -2.254 -0.1 0.2 -0.1 -0.618
H -0.319 5.556 -1.487 0.0 -0.2 -0.2 0.216
H 0.448 4.593 -2.773 -0.2 0.1 0.1 0.212
H -1.190 5.220 -2.988 0.2 0.0 0.1 0.229
C -0.507 -4.456 -2.812 -0.1 -0.2 -0.2 -0.618
H -1.200 -4.782 -3.599 0.2 0.0 0.1 0.226
H 0.440 -4.197 -3.298 -0.2 -0.1 0.1 0.211
H -0.339 -5.312 -2.148 0.0 0.3 -0.2 0.215
C 0.650 -4.902 0.258 0.1 -0.3 0.2 -0.615
H 1.011 -5.373 1.184 -0.1 0.0 -0.2 0.223
H -0.222 -5.482 -0.075 0.2 0.2 0.1 0.211
H 1.452 -4.996 -0.484 -0.2 0.0 0.1 0.212
C 0.662 4.848 0.852 0.1 0.2 0.3 -0.615
H -0.204 5.471 0.591 0.2 -0.2 0.0 0.212
H 1.022 5.197 1.831 -0.1 0.0 -0.2 0.225
H 1.468 5.027 0.131 -0.2 0.0 0.1 0.213
H 1.171 2.836 1.386 -0.2 0.1 -0.1 0.232
H 1.176 -2.975 1.033 -0.2 0.0 -0.1 0.227
H -1.330 2.841 -2.521 0.0 0.2 0.2 0.228
H -1.340 -2.485 -2.833 0.0 -0.2 0.2 0.226
O -3.124 -0.439 1.968 -3.3 0.1 2.6 -0.594
H 1.598 0.167 -2.618 -0.3 0.0 -0.7 0.357
H -2.780 0.179 -0.183 -4.4 0.4 1.0 -0.013
N 0.093 -0.322 4.537 -0.2 0.0 0.6 -0.666
C 1.425 -0.256 3.852 0.3 0.0 0.0 -0.345
C 1.170 -0.135 2.355 -0.9 0.1 -1.4 0.755
O 2.137 -0.079 1.577 -0.6 -0.1 1.0 -0.713
O -0.080 -0.104 2.055 2.2 0.1 0.9 -0.832
H -0.459 0.525 4.339 0.1 -0.4 -0.2 0.460
H 0.195 -0.410 5.551 0.0 0.0 -0.1 0.429
H -0.456 -1.125 4.195 0.1 0.4 -0.2 0.464
H 1.977 0.610 4.225 -0.1 -0.1 0.0 0.241
H 1.991 -1.162 4.081 -0.1 0.1 0.0 0.242
```
Forces are in eV/Å.

Net charge: +1
Gap between HOMO and LUMO, Ha: 0.1728
HOMO energy, Eh: -0.2698
Lowest unoccupied orbital energy, eV: -2.6

---

Record-wise ΔE to the lowest compared entry with this formula, charge and spin values, in eV: 2.533 0.895
Record-wise calculated total energy values, in Ha: -2488.4865 -1935.1319